No. 1
Molecular formula: C7H10S
Method: DFT, ωB97M-V with the def2-TZVPD basis set

Last column: natural (NBO) charge in e.
Geometry (Å):
C: 2.37 -0.57 0.06  -0.683
C: 0.87 -1.16 0.04  -0.151
C: -0.32 -0.60 -0.03  -0.073
C: -1.37 -1.65 -0.13  -0.463
C: -2.05 0.91 0.01  -0.299
C: -0.78 0.79 -0.15  -0.143
C: 0.04 2.02 0.03  -0.611
H: 2.96 -1.54 0.03  0.214
H: 2.50 -0.18 1.13  0.235
H: 2.86 0.01 -0.97  0.231
H: 0.91 -2.25 0.29  0.189
H: -1.37 -2.06 -1.13  0.226
H: -1.45 -2.38 0.69  0.239
H: -2.59 1.94 0.04  0.240
H: 0.31 2.53 1.17  0.232
H: 0.90 1.97 -0.66  0.220
H: -0.83 2.79 -0.51  0.206
S: -2.95 -0.56 0.09  0.194

**Structure (SMILES)**: C/C=C1/CSC=C1C
**Calculated total energy**: -18252.6439 eV
**Orbital gap**: 0.3161 Ha
**M**: 126.22 u
**ΔE to the lowest compared entry with this formula, charge and spin**: 3.572 eV

No. 2
Molecular formula: C7H10S
Method: DFT, ωB97M-V with the def2-TZVPD basis set

Last column: natural (NBO) charge in e.
Geometry (Å):
C: 3.48 0.49 -0.78  -0.164
C: 3.53 0.70 0.50  -0.162
C: -1.47 -0.36 -0.13  -0.500
C: 1.07 -0.04 -0.09  -0.190
C: -2.78 -0.05 0.65  -0.277
C: 2.54 -0.35 0.06  -0.294
C: 0.02 -0.65 0.49  -0.185
S: -4.87 0.31 -0.19  -0.256
H: 4.01 0.49 -1.69  0.228
H: 3.67 1.46 1.20  0.224
H: -1.66 -1.11 -0.95  0.228
H: -1.32 0.48 -0.87  0.214
H: 1.06 1.00 -0.58  0.197
H: -4.10 0.28 -1.32  0.135
H: -3.07 -0.72 1.43  0.197
H: -2.96 0.93 0.94  0.204
H: 2.74 -1.43 0.10  0.194
H: 0.11 -1.43 1.24  0.208

**Calculated total energy**: -18250.1144 eV
**Orbital gap**: 0.3294 Ha
**M**: 126.22 u
**ΔE to the lowest compared entry with this formula, charge and spin**: 6.101 eV

No. 3
Molecular formula: C7H10S
Method: DFT, ωB97M-V with the def2-TZVPD basis set

Last column: natural (NBO) charge in e.
Geometry (Å):
C: 0.12 1.57 -0.55  -0.318
C: 1.35 1.75 -0.08  -0.161
C: -0.10 0.19 -0.52  0.064
C: 0.72 -0.48 0.27  -0.093
C: 1.85 0.56 0.61  -0.480
C: 0.89 -1.97 0.56  -0.651
C: -2.51 -0.40 -0.90  -0.601
S: -3.38 -0.21 0.53  0.097
H: -0.43 2.19 -1.12  0.206
H: 2.01 2.56 -0.15  0.202
H: 2.78 0.24 0.13  0.236
H: 2.17 0.72 1.67  0.244
H: 2.00 -2.26 0.47  0.220
H: 0.36 -2.69 -0.08  0.225
H: 0.30 -2.11 1.46  0.229
H: -2.76 -1.34 -1.46  0.223
H: -2.47 0.53 -1.61  0.219
H: -2.91 1.14 0.73  0.140

**Calculated total energy**: -18250.5008 eV
**Orbital gap (spin up / spin down)**: 0.2984 / 0.2881 Ha
**M**: 126.22 u
**ΔE to the lowest compared entry with this formula, charge and spin**: 5.715 eV

No. 4
Molecular formula: C7H10S
Method: DFT, ωB97M-V with the def2-TZVPD basis set

Last column: natural (NBO) charge in e.
Geometry (Å):
C: -0.88 -1.66 0.72  -0.695
C: 0.57 -1.38 0.20  -0.186
C: 1.31 -2.27 -0.49  -0.394
C: 0.53 1.40 1.11  -0.436
C: 0.13 1.99 -0.20  -0.534
C: -0.61 1.37 -1.30  -0.015
C: -1.35 1.05 -2.21  -0.247
H: -1.56 -2.51 0.41  0.236
H: -1.06 -1.74 1.90  0.234
H: -1.39 -0.73 0.23  0.230
H: 2.45 -1.99 -0.64  0.221
H: 0.75 -3.01 -0.99  0.204
H: -0.21 1.09 1.79  0.211
H: 1.17 2.08 1.72  0.229
H: 1.06 2.42 -0.55  0.245
H: -0.25 2.97 0.20  0.251
H: -2.23 1.19 -3.01  0.272
S: 1.59 -0.28 1.10  0.173

**Structure (SMILES)**: C#CCCSC(=C)C
**Calculated total energy**: -18251.4210 eV
**Orbital gap**: 0.3303 Ha
**M**: 126.22 u
**ΔE to the lowest compared entry with this formula, charge and spin**: 4.795 eV

No. 5
Molecular formula: C7H10S2
Method: DFT, ωB97M-V with the def2-TZVPD basis set

Last column: natural (NBO) charge in e.
Geometry (Å):
C: -0.17 -0.15 -0.18  -0.457
C: -0.68 1.05 -0.51  0.224
C: 0.82 -0.45 0.68  -0.107
C: 1.41 -2.89 0.30  -0.082
C: -1.72 1.17 -1.52  -0.658
C: -0.13 2.38 0.01  -0.693
C: 2.46 -3.16 1.18  -0.791
S: 1.87 0.19 1.76  -0.011
S: 0.50 -3.32 -0.90  0.143
H: -0.53 -1.07 -0.73  0.221
H: -2.63 1.59 -1.09  0.236
H: -1.46 1.99 -2.34  0.232
H: -1.85 0.17 -1.82  0.225
H: -0.75 2.80 0.85  0.237
H: 0.16 3.11 -0.71  0.228
H: 0.82 2.08 0.50  0.243
H: 2.90 -2.15 1.39  0.285
H: 2.04 -3.53 2.22  0.279
H: 3.10 -4.04 0.84  0.248

**Calculated total energy**: -29086.5083 eV
**Orbital gap**: 0.2204 Ha
**M**: 158.29 u
**ΔE to the lowest compared entry with this formula, charge and spin**: 5.201 eV

No. 6
Molecular formula: C7H11Br4Cl9
Method: DFT, ωB97M-V with the def2-TZVPD basis set

Last column: natural (NBO) charge in e.
Geometry (Å):
Br: 0.35 1.52 -4.62  -0.034
C: 2.12 2.27 -4.03  -0.419
C: 2.06 3.79 -4.22  -0.430
Br: 3.70 4.57 -3.44  -0.034
H: 2.90 1.88 -4.68  0.226
H: 2.28 1.99 -2.99  0.231
H: 1.32 4.23 -3.55  0.225
H: 1.89 4.17 -5.23  0.234
Br: -4.72 2.92 3.66  -0.002
C: -3.27 2.07 2.66  -0.452
C: -3.49 2.25 1.09  -0.428
Br: -3.12 4.09 0.43  -0.029
H: -3.15 1.02 2.92  0.230
H: -2.35 2.56 2.96  0.229
H: -4.50 2.06 0.73  0.229
H: -2.85 1.59 0.50  0.224
C: -0.49 -0.93 7.72  -0.294
Cl: 0.02 -0.55 6.05  0.012
Cl: -1.09 -2.54 8.05  0.037
Cl: -1.65 0.33 8.11  0.015
H: 0.30 -0.76 8.45  0.231
C: 0.42 -3.18 0.87  -0.273
Cl: 1.84 -4.07 0.26  0.013
Cl: -1.06 -4.07 0.55  0.019
Cl: 0.29 -1.58 0.09  0.009
H: 0.49 -3.09 1.96  0.232
C: 2.33 -4.67 -4.75  -0.264
Cl: 0.61 -4.45 -5.06  0.047
Cl: 2.99 -3.07 -4.31  -0.020
Cl: 3.19 -5.15 -6.28  -0.006
H: 2.67 -5.22 -3.87  0.243

**Structure (SMILES)**: ClC(Cl)Cl.ClC(Cl)Cl.ClC(Cl)Cl.BrCCBr.BrCCBr
**Calculated total energy**: -400308.2383 eV
**Orbital gap**: 0.3779 Ha
**M**: 733.86 u
**ΔE to the lowest compared entry with this formula, charge and spin**: 0.815 eV

No. 7
Molecular formula: C7H11BrFN2
Method: DFT, ωB97M-V with the def2-TZVPD basis set

Last column: natural (NBO) charge in e.
Geometry (Å):
C: 0.18 -1.29 -1.57  -0.149
C: -0.52 -0.29 -0.95  -0.053
C: -1.07 -0.22 -3.02  0.289
C: -0.97 0.30 2.38  -0.752
C: 1.27 -0.60 1.34  -0.789
C: -2.06 1.44 -1.67  -0.402
C: 0.26 0.37 1.47  0.782
N: -1.24 0.30 -1.82  -0.365
N: -0.22 -1.26 -2.86  -0.474
F: 0.54 1.58 1.15  -0.278
Br: -2.11 0.14 -4.58  0.169
H: 0.87 -2.00 -1.24  0.228
H: -1.71 -0.51 1.99  0.285
H: -1.42 1.21 2.68  0.265
H: -0.68 -0.13 3.42  0.269
H: 1.98 -0.60 2.20  0.293
H: 1.87 -0.62 0.41  0.286
H: 0.76 -1.58 1.64  0.273
H: -2.30 1.72 -2.68  0.224
H: -2.92 1.32 -1.11  0.225
H: -1.53 2.22 -1.13  0.227
H: -0.06 -1.94 -3.58  0.446

**Calculated total energy**: -83167.2892 eV
**Orbital gap**: 0.3013 Ha
**M**: 222.08 u
**ΔE to the lowest compared entry with this formula, charge and spin**: 3.108 eV
**Total charge**: +1

No. 8
Molecular formula: C7H11BrFNO2
Method: DFT, ωB97M-V with the def2-TZVPD basis set

Last column: natural (NBO) charge in e.
Geometry (Å):
C: 0.39 -0.09 -1.74  -0.384
C: -0.22 1.27 -1.28  -0.420
C: -0.01 -1.35 -0.96  -0.437
C: 0.12 1.47 0.18  -0.133
C: -0.24 0.17 1.09  -0.289
C: 0.34 -1.18 0.55  0.361
C: -0.07 -2.38 1.38  -0.638
N: -0.52 2.74 0.69  0.543
O: 0.20 3.70 0.79  -0.375
O: -1.69 2.68 0.94  -0.375
F: 1.75 -0.96 0.39  -0.391
Br: 0.38 0.59 2.90  0.042
H: 0.33 -0.17 -2.87  0.217
H: 1.41 0.05 -1.66  0.207
H: 0.19 1.92 -1.92  0.224
H: -1.31 1.11 -1.55  0.212
H: -1.07 -1.62 -1.32  0.209
H: 0.56 -2.13 -1.29  0.223
H: 1.18 1.91 0.23  0.258
H: -1.39 0.09 0.95  0.258
H: -0.19 -2.08 2.33  0.224
H: 0.81 -3.07 1.24  0.239
H: -0.94 -2.67 0.92  0.223

**Structure (SMILES)**: C[C@@]1(F)CCC[C@@H]([N+](=O)[O-])[C@@H]1Br
**Calculated total energy**: -85778.6696 eV
**Orbital gap**: 0.4075 Ha
**M**: 240.07 u
**ΔE to the lowest compared entry with this formula, charge and spin**: 2.098 eV

No. 9
Molecular formula: C7H11BrS
Method: DFT, ωB97M-V with the def2-TZVPD basis set

Last column: natural (NBO) charge in e.
Geometry (Å):
C: 0.70 0.11 -0.83  -0.083
C: 1.56 0.12 0.19  -0.151
C: -0.74 -0.17 -0.66  -0.288
C: -1.10 0.24 0.85  -0.249
C: 3.00 0.15 0.25  -0.660
C: -0.98 -1.65 -0.86  -0.599
C: -1.92 1.46 0.90  -0.637
S: 0.63 0.30 1.70  0.183
Br: 1.29 0.17 -2.64  0.024
H: -1.29 0.35 -1.35  0.214
H: -1.55 -0.58 1.33  0.215
H: 3.30 -0.88 0.35  0.235
H: 3.26 0.66 1.17  0.233
H: 3.47 0.40 -0.66  0.246
H: -0.22 -2.07 -0.25  0.211
H: -0.82 -2.02 -1.88  0.224
H: -2.04 -1.98 -0.56  0.208
H: -1.43 2.47 0.60  0.233
H: -2.23 1.56 2.06  0.214
H: -2.87 1.35 0.30  0.225

**Structure (SMILES)**: CC1=C(Br)[C@@H](C)[C@H](C)S1
**Calculated total energy**: -88314.1229 eV
**Orbital gap**: 0.3223 Ha
**M**: 207.14 u
**ΔE to the lowest compared entry with this formula, charge and spin**: 0.000 eV

No. 10
Molecular formula: C7H11ClNO
Method: DFT, ωB97M-V with the def2-TZVPD basis set

Last column: natural (NBO) charge in e.
Geometry (Å):
C: -0.83 0.77 -1.56  -0.052
C: -1.28 0.47 -0.34  -0.315
C: -0.55 -1.88 0.56  0.514
C: 0.60 0.71 -1.96  -0.463
C: 1.47 -0.06 -0.97  -0.393
C: 1.08 0.27 0.48  -0.447
C: -0.38 -0.06 0.70  0.077
N: -0.82 0.24 2.09  -0.707
O: -0.71 -2.43 -0.46  -0.435
Cl: -0.38 -2.64 2.12  0.002
H: -1.53 1.12 -2.31  0.235
H: -2.33 0.51 -0.11  0.222
H: 0.67 0.25 -2.95  0.250
H: 0.95 1.74 -2.07  0.239
H: 1.35 -1.13 -1.14  0.222
H: 2.52 0.19 -1.12  0.242
H: 1.72 -0.27 1.17  0.234
H: 1.23 1.35 0.64  0.226
H: -0.33 1.06 2.46  0.449
H: -0.61 -0.61 2.66  0.452
H: -1.83 0.41 2.11  0.448

**Structure (SMILES)**: [NH3+][C@@]1(C(=O)Cl)C=CCCC1
**Calculated total energy**: -23490.0951 eV
**Orbital gap**: 0.3718 Ha
**M**: 160.62 u
**ΔE to the lowest compared entry with this formula, charge and spin**: 0.000 eV
**Total charge**: +1

No. 11
Molecular formula: C7H11F2N
Method: DFT, ωB97M-V with the def2-TZVPD basis set

Last column: natural (NBO) charge in e.
Geometry (Å):
C: 3.41 0.56 1.04  -0.063
C: 1.95 -1.66 -1.06  0.241
C: 3.57 0.05 -0.74  0.614
C: -1.54 1.69 0.54  -0.608
C: 0.60 -1.36 -0.42  -0.472
C: -1.19 0.25 0.36  -0.363
C: 0.16 0.12 -0.38  -0.432
N: 2.91 -0.88 -1.25  -0.452
F: 4.62 0.94 1.43  -0.367
F: 4.40 0.81 -1.42  -0.295
H: 3.24 -0.44 1.49  0.099
H: 2.06 -2.67 -1.14  0.178
H: -1.53 2.00 -0.46  0.206
H: -2.58 1.59 1.04  0.211
H: -0.79 2.14 1.14  0.208
H: 0.75 -1.61 0.68  0.244
H: -0.13 -2.10 -0.67  0.231
H: -2.16 -0.19 -0.22  0.180
H: -1.18 -0.40 1.27  0.196
H: 0.21 0.49 -1.39  0.207
H: 0.81 0.67 0.29  0.236

**Structure (SMILES)**: CCCC/C=N\C(F)=C\F
**Calculated total energy**: -14356.5362 eV
**Orbital gap (spin up / spin down)**: 0.2525 / 0.2479 Ha
**M**: 147.17 u
**ΔE to the lowest compared entry with this formula, charge and spin**: 5.517 eV

No. 12
Molecular formula: C7H11F3N3
Method: DFT, ωB97M-V with the def2-TZVPD basis set

Last column: natural (NBO) charge in e.
Geometry (Å):
C: 2.60 1.23 -0.63  -0.061
C: 1.38 0.63 -0.52  -0.043
C: 2.92 -0.86 0.00  0.452
C: 3.56 -2.12 0.42  -0.676
C: -4.14 2.42 0.28  -0.207
C: -2.71 0.51 0.40  -0.382
C: -2.53 -0.88 -0.01  0.945
N: 3.53 0.28 -0.30  -0.459
N: 1.61 -0.66 -0.13  -0.457
N: -3.76 1.22 -0.05  -0.350
F: -2.93 -1.82 0.88  -0.329
F: -3.13 -1.17 -1.17  -0.324
F: -1.19 -1.17 -0.18  -0.389
H: 2.86 2.22 -0.91  0.258
H: 3.20 -2.95 -0.19  0.265
H: 4.64 -2.06 0.31  0.254
H: 3.33 -2.35 1.46  0.266
H: 0.40 1.01 -0.69  0.265
H: -3.60 2.96 1.03  0.195
H: -4.98 2.87 -0.20  0.208
H: -2.15 0.87 1.23  0.207
H: 4.53 0.43 -0.27  0.454
H: 0.88 -1.34 0.02  0.472
H: -4.31 0.74 -0.77  0.436

**Calculated total energy**: -20053.1778 eV
**Orbital gap**: 0.2833 Ha
**M**: 194.18 u
**ΔE to the lowest compared entry with this formula, charge and spin**: 0.000 eV
**Total charge**: +1